Record 1
# C19H45GaN7O7S

A molecular structure, C19H45GaN7O7S at a distorted geometry (ωB97M-V/def2-TZVPD, the OMol25 dataset).

As for the highest occupied orbital energy: -0.1570 Eh. As for the frontier orbital gap: 6.1 eV. The calculation puts the total energy at -3983.96608 Eh.

The geometry in ORCA input format:
```
! RIJCOSX wB97M-V def2-TZVPD def2/J DEFGRID3
* xyz -1 1
N 6.37 -1.23 0.62
C 5.67 -0.79 -0.19
O 4.77 -0.17 -0.85
Ga 3.44 0.66 0.31
S 1.78 -0.91 0.58
H 2.95 2.03 -0.33
H 4.12 0.87 1.76
H 2.37 -2.13 0.53
C 0.24 2.15 3.32
O 0.88 2.02 2.30
N 0.38 1.39 4.42
C -0.42 1.60 5.61
C 1.38 0.33 4.41
H -0.54 2.93 3.42
H 0.23 1.83 6.45
H -0.99 0.69 5.82
H -1.12 2.43 5.46
H 2.37 0.76 4.23
H 1.16 -0.37 3.61
H 1.38 -0.20 5.37
C 1.42 1.26 -3.61
O 0.28 1.65 -3.75
N 2.48 1.65 -4.35
C 3.82 1.13 -4.14
C 2.27 2.63 -5.41
H 1.69 0.52 -2.84
H 4.49 1.96 -3.89
H 4.16 0.64 -5.05
H 3.83 0.42 -3.32
H 1.86 3.54 -4.98
H 1.54 2.23 -6.12
H 3.20 2.84 -5.91
C 2.11 -5.03 -0.49
O 1.77 -4.05 0.12
N 3.12 -5.86 -0.12
C 3.48 -7.03 -0.89
C 3.84 -5.57 1.11
H 1.63 -5.34 -1.43
H 3.37 -7.93 -0.29
H 4.53 -6.94 -1.21
H 2.85 -7.11 -1.78
H 3.15 -5.56 1.95
H 4.30 -4.58 1.03
H 4.61 -6.32 1.27
C -3.55 0.23 4.71
O -2.90 -0.47 5.46
N -4.76 0.75 4.99
C -5.48 1.58 4.04
C -5.37 0.47 6.28
H -3.19 0.50 3.70
H -5.66 2.56 4.47
H -6.44 1.11 3.80
H -4.91 1.69 3.12
H -4.71 0.84 7.07
H -5.49 -0.61 6.40
H -6.34 0.96 6.35
C 4.76 -1.72 -7.61
O 4.48 -0.59 -7.97
N 3.93 -2.54 -6.94
C 4.33 -3.88 -6.54
C 2.60 -2.07 -6.59
H 5.74 -2.17 -7.82
H 3.66 -4.61 -6.99
H 4.28 -3.97 -5.45
H 5.35 -4.08 -6.87
H 2.06 -1.82 -7.50
H 2.68 -1.18 -5.97
H 2.06 -2.84 -6.05
C -8.22 3.55 2.08
O -8.01 3.13 3.21
N -7.83 4.76 1.63
C -8.11 5.20 0.28
C -7.12 5.65 2.53
H -8.75 2.96 1.33
H -7.17 5.41 -0.24
H -8.72 6.11 0.30
H -8.65 4.43 -0.27
H -6.20 5.17 2.86
H -7.74 5.86 3.40
H -6.88 6.58 2.02
*
```

How is the electron density shared among the atoms? According to Löwdin, the charges in e are: number 1, N, carries 0.0728; number 2, C, carries -0.5897; number 3, O, carries -0.2352; number 4, Ga, carries 0.0716; number 5, S, carries 0.2519; number 6, H, carries -0.0925; number 7, H, carries -0.0823; number 8, H, carries -0.2798; number 9, C, carries -0.3642; number 10, O, carries -0.0061; number 11, N, carries -0.1913; number 12, C, carries -0.0743; number 13, C, carries -0.0359; number 14, H, carries 0.1243; number 15, H, carries 0.0833; number 16, H, carries 0.0598; number 17, H, carries 0.0775; number 18, H, carries 0.0893; number 19, H, carries 0.0659; number 20, H, carries 0.0824; number 21, C, carries -0.3467; number 22, O, carries -0.0039; number 23, N, carries -0.1976; number 24, C, carries -0.0515; number 25, C, carries -0.0540; number 26, H, carries 0.1261; number 27, H, carries 0.0926; number 28, H, carries 0.0726; number 29, H, carries 0.0758; number 30, H, carries 0.0880; number 31, H, carries 0.0861; number 32, H, carries 0.0827; number 33, C, carries -0.3409; number 34, O, carries -0.0181; number 35, N, carries -0.2030; number 36, C, carries -0.0737; number 37, C, carries -0.0342; number 38, H, carries 0.1310; number 39, H, carries 0.0838; number 40, H, carries 0.0864; number 41, H, carries 0.0773; number 42, H, carries 0.0928; number 43, H, carries 0.0985; number 44, H, carries 0.0819; number 45, C, carries -0.3496; number 46, O, carries -0.0006; number 47, N, carries -0.1971; number 48, C, carries -0.0678; number 49, C, carries -0.0453; number 50, H, carries 0.1396; number 51, H, carries 0.0811; number 52, H, carries 0.0809; number 53, H, carries 0.0871; number 54, H, carries 0.0901; number 55, H, carries 0.0905; number 56, H, carries 0.0851; number 57, C, carries -0.3627; number 58, O, carries 0.0062; number 59, N, carries -0.1997; number 60, C, carries -0.0628; number 61, C, carries -0.0306; number 62, H, carries 0.1292; number 63, H, carries 0.0859; number 64, H, carries 0.0916; number 65, H, carries 0.0801; number 66, H, carries 0.0931; number 67, H, carries 0.0814; number 68, H, carries 0.0887; number 69, C, carries -0.3441; number 70, O, carries 0.0029; number 71, N, carries -0.2010; number 72, C, carries -0.0590; number 73, C, carries -0.0387; number 74, H, carries 0.1338; number 75, H, carries 0.0918; number 76, H, carries 0.0878; number 77, H, carries 0.0825; number 78, H, carries 0.0915; number 79, H, carries 0.0923; number 80, H, carries 0.0861

***

Record 2
# C19H46Cl3O12P3

4 unconnected molecules or ions with the total composition C19H46Cl3O12P3 at a distorted geometry (ωB97M-V/def2-TZVPD, the OMol25 dataset).

As for the highest occupied orbital energy (alpha / beta): 0.0029 / -0.2354 Eh. For the energy above the lowest of the compared OMol25 structures with the same formula, charge and spin, the calculation gives 0.000 eV. As for the frontier orbital gap (alpha / beta): 2.3 / 8.8 eV. The calculation puts the total energy at -4059.26185 Eh.

The geometry in ORCA input format:
```
! RIJCOSX wB97M-V def2-TZVPD def2/J DEFGRID3
* xyz -1 2
C -1.05 3.13 0.48
C -1.87 1.91 0.93
O -1.55 0.81 0.11
P -1.71 0.73 -1.46
O -2.65 1.72 -1.99
O -2.06 -0.84 -1.72
C -1.20 -1.86 -1.26
C -0.04 -2.07 -2.32
O -0.16 0.97 -1.90
C 0.12 1.31 -3.32
C 0.51 2.85 -3.28
H 0.02 2.94 0.60
H -1.29 3.34 -0.57
H -1.47 3.93 1.08
H -1.89 1.50 1.94
H -2.92 2.15 0.75
H -0.82 -1.55 -0.29
H -1.88 -2.70 -1.12
H 0.19 -3.09 -2.62
H -0.27 -1.60 -3.27
H 0.93 -1.78 -1.92
H 0.96 0.66 -3.57
H -0.70 1.19 -4.02
H 1.43 2.91 -2.70
H 0.77 3.22 -4.27
H -0.32 3.44 -2.88
C -3.00 -2.27 4.29
C -3.59 -1.41 3.18
O -4.75 -1.98 2.65
P -4.79 -2.23 1.04
O -3.75 -3.24 0.63
O -6.38 -2.68 0.77
C -6.69 -4.08 0.62
C -7.08 -4.25 -0.83
O -4.61 -0.77 0.41
C -5.43 0.29 0.81
C -5.95 1.17 -0.32
H -2.78 -3.29 3.99
H -2.00 -1.88 4.51
H -3.65 -2.15 5.15
H -3.92 -0.39 3.40
H -2.86 -1.39 2.37
H -5.88 -4.75 0.92
H -7.52 -4.25 1.30
H -7.37 -5.28 -1.06
H -7.92 -3.62 -1.12
H -6.28 -3.92 -1.49
H -6.39 -0.11 1.14
H -5.02 0.81 1.67
H -6.56 1.97 0.11
H -5.12 1.64 -0.86
H -6.69 0.65 -0.93
C 3.96 2.22 1.58
C 4.79 2.19 0.30
O 5.21 0.84 0.13
P 6.17 0.20 -1.03
O 6.04 -1.23 -1.46
O 5.95 1.30 -2.20
C 5.22 0.74 -3.34
C 3.79 1.29 -3.21
O 7.70 0.62 -0.61
C 8.36 0.36 0.69
C 9.26 -0.94 0.57
H 3.18 1.47 1.44
H 4.61 1.93 2.40
H 3.48 3.19 1.78
H 4.30 2.34 -0.66
H 5.76 2.67 0.17
H 5.61 1.16 -4.27
H 5.16 -0.35 -3.37
H 3.55 2.36 -3.17
H 3.08 0.86 -3.91
H 3.38 0.99 -2.25
H 8.83 1.26 1.07
H 7.52 0.33 1.39
H 9.68 -1.00 1.57
H 8.78 -1.89 0.32
H 10.15 -0.86 -0.05
C 0.19 0.33 4.44
Cl -1.06 1.51 4.50
Cl 0.55 -0.52 6.00
Cl 1.67 1.17 3.78
H 0.08 -0.37 3.62
*
```

How is the electron density shared among the atoms? According to Löwdin, the charges in e are: number 1, C, carries -0.0511; number 2, C, carries -0.2675; number 3, O, carries -0.1947; number 4, P, carries 0.4278; number 5, O, carries -0.2268; number 6, O, carries -0.1989; number 7, C, carries -0.2367; number 8, C, carries -0.0577; number 9, O, carries -0.2141; number 10, C, carries -0.2055; number 11, C, carries -0.0541; number 12, H, carries 0.0811; number 13, H, carries 0.0523; number 14, H, carries 0.0785; number 15, H, carries 0.0641; number 16, H, carries 0.0985; number 17, H, carries 0.1105; number 18, H, carries 0.1017; number 19, H, carries 0.0594; number 20, H, carries 0.0640; number 21, H, carries 0.0681; number 22, H, carries 0.0807; number 23, H, carries 0.1095; number 24, H, carries 0.0506; number 25, H, carries 0.0670; number 26, H, carries 0.0674; number 27, C, carries -0.0428; number 28, C, carries -0.3088; number 29, O, carries -0.2033; number 30, P, carries 0.5443; number 31, O, carries -0.2519; number 32, O, carries -0.2116; number 33, C, carries -0.2799; number 34, C, carries -0.0838; number 35, O, carries -0.1685; number 36, C, carries -0.2993; number 37, C, carries -0.0573; number 38, H, carries 0.0844; number 39, H, carries 0.0533; number 40, H, carries 0.0796; number 41, H, carries 0.1152; number 42, H, carries 0.1037; number 43, H, carries 0.1118; number 44, H, carries 0.1146; number 45, H, carries 0.0741; number 46, H, carries 0.0737; number 47, H, carries 0.0803; number 48, H, carries 0.1050; number 49, H, carries 0.1159; number 50, H, carries 0.0769; number 51, H, carries 0.0623; number 52, H, carries 0.0790; number 53, C, carries -0.0819; number 54, C, carries -0.2641; number 55, O, carries -0.2334; number 56, P, carries 0.5042; number 57, O, carries -0.2550; number 58, O, carries -0.1970; number 59, C, carries -0.2221; number 60, C, carries -0.0906; number 61, O, carries -0.2287; number 62, C, carries -0.2026; number 63, C, carries -0.0577; number 64, H, carries 0.0419; number 65, H, carries 0.0744; number 66, H, carries 0.0754; number 67, H, carries 0.0904; number 68, H, carries 0.1147; number 69, H, carries 0.1124; number 70, H, carries 0.1028; number 71, H, carries 0.0699; number 72, H, carries 0.0640; number 73, H, carries 0.0728; number 74, H, carries 0.1082; number 75, H, carries 0.1013; number 76, H, carries 0.0608; number 77, H, carries 0.0726; number 78, H, carries 0.0650; number 79, C, carries -1.6217; number 80, Cl, carries 0.3614; number 81, Cl, carries 0.2070; number 82, Cl, carries 0.3468; number 83, H, carries -0.0327

***

Record 3
# C19H47Br2IN2NbO6

A molecular structure, C19H47Br2IN2NbO6 at a distorted geometry (ωB97M-V/def2-TZVPD, the OMol25 dataset).

As for the highest occupied orbital energy: -0.1947 Eh. As for the frontier orbital gap: 7.3 eV. The calculation puts the total energy at -6815.67701 Eh.

The geometry in ORCA input format:
```
! RIJCOSX wB97M-V def2-TZVPD def2/J DEFGRID3
* xyz -1 1
C 0.50 -4.28 -2.09
C -0.97 -4.09 -1.78
C -1.23 -2.78 -1.00
N -2.52 -2.17 -1.35
Nb -2.52 -0.07 -1.74
I -1.33 0.31 0.80
O -2.44 1.93 -2.13
C -1.30 2.47 -2.80
C -0.05 2.45 -1.96
N 0.93 3.46 -2.42
C 2.26 2.90 -2.53
C 2.99 2.63 -1.18
C 3.38 1.17 -1.05
O 2.23 3.05 -0.05
C -4.71 -0.03 -1.03
Br -5.84 0.86 -2.40
C -5.01 0.57 0.33
C -6.51 0.49 0.72
Br -4.52 2.46 0.47
H 0.84 -3.56 -2.82
H 1.12 -4.14 -1.21
H 0.69 -5.28 -2.46
H -1.54 -4.05 -2.69
H -1.30 -4.92 -1.16
H -1.19 -3.03 0.06
H -0.38 -2.13 -1.18
H -3.09 -2.25 -0.51
H -0.90 -0.34 -2.51
H -3.14 -0.41 -3.41
H -1.50 3.52 -3.02
H -1.15 1.98 -3.76
H -0.30 2.63 -0.92
H 0.44 1.49 -2.02
H 0.94 4.23 -1.76
H 2.21 1.98 -3.09
H 2.87 3.58 -3.13
H 3.89 3.22 -1.16
H 2.57 0.55 -0.67
H 3.72 0.75 -1.99
H 4.22 1.08 -0.37
H 1.61 2.34 0.17
H -5.08 -1.05 -0.98
H -4.49 0.01 1.09
H -6.59 0.45 1.79
H -6.90 -0.43 0.30
H -7.07 1.31 0.29
C 4.27 -3.24 0.00
O 4.26 -3.35 -1.41
C 4.68 -2.17 -2.07
C 6.11 -2.28 -2.55
O 7.04 -2.38 -1.47
C 7.47 -3.70 -1.23
H 4.16 -4.25 0.41
H 5.21 -2.81 0.37
H 3.43 -2.63 0.35
H 4.57 -1.30 -1.41
H 4.03 -2.03 -2.93
H 6.37 -1.37 -3.11
H 6.22 -3.13 -3.23
H 8.18 -4.02 -2.00
H 6.63 -4.40 -1.19
H 7.97 -3.71 -0.26
C -4.02 2.07 6.63
O -4.18 1.90 5.24
C -3.85 3.06 4.48
C -2.47 2.97 3.88
O -1.45 2.95 4.87
C -0.95 1.65 5.11
H -4.06 1.09 7.09
H -3.05 2.54 6.87
H -4.83 2.69 7.04
H -3.94 3.96 5.11
H -4.58 3.14 3.67
H -2.30 3.86 3.26
H -2.40 2.10 3.23
H -0.30 1.33 4.29
H -1.75 0.92 5.24
H -0.36 1.69 6.03
*
```

How is the electron density shared among the atoms? According to Löwdin, the charges in e are: number 1, C, carries -0.1290; number 2, C, carries -0.2673; number 3, C, carries -0.4322; number 4, N, carries -0.2895; number 5, Nb, carries 1.2671; number 6, I, carries 0.1706; number 7, O, carries -0.5206; number 8, C, carries -0.3381; number 9, C, carries -0.2778; number 10, N, carries -0.0569; number 11, C, carries -0.1952; number 12, C, carries -0.4067; number 13, C, carries -0.0603; number 14, O, carries -0.0498; number 15, C, carries -0.8877; number 16, Br, carries 0.5208; number 17, C, carries -0.8980; number 18, C, carries -0.2049; number 19, Br, carries 0.6179; number 20, H, carries 0.0678; number 21, H, carries 0.0605; number 22, H, carries 0.0607; number 23, H, carries 0.0931; number 24, H, carries 0.0922; number 25, H, carries 0.0837; number 26, H, carries 0.0279; number 27, H, carries 0.0006; number 28, H, carries -0.0820; number 29, H, carries -0.0853; number 30, H, carries 0.1047; number 31, H, carries 0.0982; number 32, H, carries 0.0567; number 33, H, carries 0.0658; number 34, H, carries 0.1029; number 35, H, carries 0.1033; number 36, H, carries 0.1037; number 37, H, carries 0.1256; number 38, H, carries 0.0845; number 39, H, carries 0.0637; number 40, H, carries 0.0775; number 41, H, carries 0.0677; number 42, H, carries 0.0113; number 43, H, carries 0.0372; number 44, H, carries 0.0667; number 45, H, carries 0.0646; number 46, H, carries 0.0323; number 47, C, carries -0.1074; number 48, O, carries -0.1930; number 49, C, carries -0.2023; number 50, C, carries -0.2001; number 51, O, carries -0.1899; number 52, C, carries -0.1172; number 53, H, carries 0.0878; number 54, H, carries 0.0837; number 55, H, carries 0.0905; number 56, H, carries 0.0992; number 57, H, carries 0.1311; number 58, H, carries 0.1244; number 59, H, carries 0.1247; number 60, H, carries 0.0859; number 61, H, carries 0.0832; number 62, H, carries 0.0870; number 63, C, carries -0.1249; number 64, O, carries -0.1896; number 65, C, carries -0.2033; number 66, C, carries -0.2133; number 67, O, carries -0.1958; number 68, C, carries -0.1161; number 69, H, carries 0.0853; number 70, H, carries 0.0818; number 71, H, carries 0.0842; number 72, H, carries 0.1227; number 73, H, carries 0.1012; number 74, H, carries 0.1277; number 75, H, carries 0.0590; number 76, H, carries 0.0772; number 77, H, carries 0.0847; number 78, H, carries 0.0836